No. 1
{
  "formula": "C43H53FN10O3",
  "method": "ωB97M-V/def2-TZVPD",
  "orbital_gap_ev": 8.44,
  "multiplicity": 1,
  "homo_energy_ev": -7.897,
  "smiles": "O=C1OC[C@@H](F)O1.c1cc[nH]c1.c1cc[nH]c1.c1cc[nH]c1.c1cc[nH]c1.c1cc[nH]c1.c1cc[nH]c1.c1cc[nH]c1.c1cc[nH]c1.c1cc[nH]c1.c1cc[nH]c1",
  "e_tot_ev": -69206.86237,
  "symbols": ["C", "C", "O", "C", "O", "O", "F", "H", "H", "H", "N", "C", "C", "C", "C", "H", "H", "H", "H", "H", "N", "C", "C", "C", "C", "H", "H", "H", "H", "H", "N", "C", "C", "C", "C", "H", "H", "H", "H", "H", "N", "C", "C", "C", "C", "H", "H", "H", "H", "H", "N", "C", "C", "C", "C", "H", "H", "H", "H", "H", "N", "C", "C", "C", "C", "H", "H", "H", "H", "H", "N", "C", "C", "C", "C", "H", "H", "H", "H", "H", "N", "C", "C", "C", "C", "H", "H", "H", "H", "H", "N", "C", "C", "C", "C", "H", "H", "H", "H", "H", "N", "C", "C", "C", "C", "H", "H", "H", "H", "H"],
  "xyz": [[1.18966, 1.55056, -2.20863], [2.04892, 2.38716, -3.16245], [1.07724, 2.70264, -4.12160], [0.04881, 1.76084, -4.05977], [-0.87835, 1.71918, -4.88493], [0.22440, 0.94342, -3.01122], [3.00375, 1.70264, -3.74007], [0.65408, 2.13392, -1.45966], [1.81172, 0.83066, -1.67676], [2.50260, 3.19828, -2.59292], [-0.34902, 0.06251, 0.36381], [-0.15481, 0.22446, 1.69646], [0.68392, -0.78658, 2.12217], [0.84672, -1.67801, 1.08950], [0.15114, -1.15395, 0.08838], [-1.04465, 0.51916, -0.20863], [-0.56347, 1.08310, 2.20844], [1.05224, -0.76949, 3.13728], [1.43091, -2.58607, 1.06640], [-0.09454, -1.47541, -0.91297], [-4.39189, -0.97889, -0.87996], [-3.11652, -0.92814, -1.32241], [-2.94108, 0.30603, -1.95851], [-4.17767, 0.99965, -1.83992], [-4.99742, 0.16757, -1.13476], [-4.75173, -1.79325, -0.40304], [-2.67537, -1.91172, -1.25640], [-2.00658, 0.64114, -2.38373], [-4.49454, 2.00859, -2.05908], [-6.00690, 0.24312, -0.75841], [-0.14621, -4.73262, -2.65521], [1.01522, -4.01501, -2.65514], [0.83223, -2.86794, -3.39237], [-0.47720, -2.73900, -3.69986], [-1.16555, -3.92672, -3.19760], [-0.24911, -5.67404, -2.30415], [1.92882, -4.53138, -2.40002], [1.57383, -2.09006, -3.49885], [-1.00975, -1.96213, -4.22832], [-2.16432, -4.24798, -3.45383], [5.39072, -1.16058, -2.41335], [4.01846, -1.21086, -2.49570], [3.62080, -1.63009, -1.27115], [4.71298, -1.72842, -0.40668], [5.79066, -1.46357, -1.15851], [6.00786, -0.82417, -3.13865], [3.47042, -1.06640, -3.41504], [2.59215, -1.74213, -0.96175], [4.75589, -2.05208, 0.62279], [6.80646, -1.66054, -0.84905], [-2.13675, -3.17383, 1.20525], [-2.20381, -4.20651, 0.28361], [-2.89614, -5.25828, 0.84361], [-3.10532, -4.87503, 2.15604], [-2.65520, -3.61727, 2.38708], [-1.67275, -2.28397, 1.09139], [-1.87022, -4.13076, -0.74078], [-3.27426, -6.18916, 0.44752], [-3.72863, -5.49783, 2.78055], [-2.72655, -2.94430, 3.22876], [-3.17390, 2.95800, 3.29195], [-3.48246, 1.65027, 3.01917], [-4.36278, 1.67287, 1.92027], [-4.67395, 3.00380, 1.61303], [-3.83354, 3.77307, 2.37558], [-2.41642, 3.32493, 3.85025], [-2.95136, 0.77700, 3.36809], [-4.94140, 0.82049, 1.59617], [-5.44443, 3.33089, 0.93055], [-3.81194, 4.85217, 2.33705], [0.88367, -6.42761, -0.23840], [0.77611, -5.73323, 0.92212], [2.00451, -5.27121, 1.32934], [2.90958, -5.93445, 0.55713], [2.16634, -6.46582, -0.58491], [0.11650, -6.79031, -0.78612], [-0.22578, -5.60018, 1.30278], [2.33926, -4.68141, 2.16985], [3.97932, -5.79092, 0.59543], [2.39498, -6.90156, -1.54629], [-1.81784, 3.56302, -0.06971], [-1.87295, 3.73293, -1.36894], [-0.70835, 4.46651, -1.76419], [0.02579, 4.78798, -0.59515], [-0.67447, 4.15984, 0.42670], [-2.48632, 3.04948, 0.48662], [-2.68454, 3.32566, -1.95363], [-0.61184, 4.59626, -2.83202], [0.91342, 5.40035, -0.65442], [-0.55371, 4.20583, 1.49894], [3.59153, 1.51089, -0.23044], [2.95859, 2.22192, 0.81121], [3.51275, 3.50050, 0.86176], [4.42928, 3.67265, -0.16130], [4.49114, 2.38700, -0.81981], [3.57934, 0.52603, -0.45408], [2.14424, 1.86452, 1.42399], [3.35717, 4.33019, 1.53542], [5.00964, 4.54132, -0.43513], [5.15791, 2.15383, -1.63678], [0.41157, 5.70751, 4.14808], [0.79999, 4.46855, 3.88831], [-0.10093, 3.61125, 4.53636], [-1.00996, 4.37287, 5.27245], [-0.69158, 5.71103, 4.98782], [0.83498, 6.47446, 3.64546], [1.62022, 4.25891, 3.21774], [-0.09030, 2.53477, 4.44990], [-1.79474, 4.04743, 5.93924], [-1.10817, 6.62880, 5.37583]],
  "forces_ev_per_a": [[1.50, -0.16, 1.57], [-2.61, 0.44, 2.26], [-0.81, -0.15, -0.38], [-2.37, 0.56, -3.06], [3.24, 0.05, 2.97], [-0.62, -0.07, -1.30], [1.87, -1.46, -1.13], [0.36, 0.47, -0.02], [-0.34, -0.27, -0.33], [-0.30, 0.60, -0.60], [-0.98, -0.26, 1.14], [0.60, 1.19, 0.63], [-0.83, 1.92, 2.52], [1.28, -1.59, 0.33], [-0.79, -0.06, -4.68], [-0.07, 0.01, 0.09], [0.21, 0.00, 0.07], [0.18, -0.44, -0.06], [-0.20, 0.00, 0.01], [0.52, -0.62, -0.13], [0.71, -1.15, 0.62], [0.01, -0.18, -0.77], [0.42, -0.78, 0.50], [0.01, 0.07, 0.69], [-2.34, 0.61, 0.19], [-0.17, 0.34, -0.07], [1.12, 0.49, -0.32], [-0.23, 0.01, -0.25], [0.43, -0.06, -0.36], [-0.07, 0.57, -0.29], [-1.46, 1.51, -0.37], [0.65, -1.40, -0.91], [2.11, 0.71, 1.41], [-4.30, -2.46, 0.51], [2.48, 1.43, -1.39], [-0.03, 0.56, -0.14], [0.01, 0.35, 0.40], [0.07, -0.22, -0.21], [0.21, 0.11, 0.08], [0.11, -0.22, 0.40], [0.45, 0.59, -1.22], [0.81, -0.37, -0.28], [-2.56, 0.33, 0.81], [-0.21, -0.65, 0.84], [1.65, -0.29, 0.27], [-0.19, -0.20, 0.11], [0.23, 0.20, 0.14], [-0.05, -0.19, -0.18], [-0.24, 0.04, -0.10], [0.16, 0.54, -0.43], [0.34, -0.92, -0.49], [-0.55, 0.38, -0.84], [0.78, 0.60, -0.49], [-1.75, -1.13, 1.79], [-0.02, 0.74, -0.13], [0.17, -0.24, -0.18], [0.21, 0.44, 0.17], [0.38, 0.15, -0.37], [0.27, 0.24, 0.56], [0.04, -0.26, 0.02], [-0.05, 0.75, -1.29], [-0.46, 0.19, -2.02], [-0.36, -1.10, 1.82], [0.59, -0.02, -0.06], [-0.79, 0.15, 0.66], [0.01, -0.26, 0.08], [-0.05, 0.32, 0.55], [0.37, -0.11, -0.22], [0.29, 0.14, -0.09], [0.43, -0.07, 0.55], [-0.52, 0.62, 0.53], [-2.34, 1.05, 0.72], [-0.76, -0.90, 1.43], [0.74, -0.40, -4.93], [2.75, -0.58, 1.50], [0.18, 0.02, 0.52], [0.19, 0.27, 0.24], [-0.71, -0.05, 0.22], [-0.01, -0.16, -0.17], [0.64, -0.15, 0.28], [1.18, 0.05, 1.99], [1.62, 0.97, -2.51], [-2.73, -1.36, -0.30], [-1.00, -0.88, -0.90], [-0.04, 0.55, 0.80], [-0.09, 0.15, 0.06], [0.22, 0.07, -0.07], [0.70, 0.64, 0.14], [0.04, -0.22, 0.70], [0.21, -0.09, -0.04], [0.55, 2.73, 0.69], [0.81, 0.34, -0.30], [-0.72, -0.12, 0.30], [0.62, -3.41, -2.01], [-0.06, 2.06, 0.95], [-0.24, -0.09, 0.22], [0.21, -0.51, -0.20], [-0.69, -0.36, 0.31], [-0.04, -0.12, 0.11], [-0.26, -0.49, 0.04], [-0.71, 1.43, 0.53], [-0.83, -2.35, 0.02], [1.35, -0.70, -0.72], [0.26, 2.03, -0.35], [0.16, -0.53, 0.09], [-0.34, 0.24, 0.52], [-0.11, -0.07, 0.08], [0.18, -0.01, 0.16], [0.08, -0.01, -0.07], [0.05, -0.09, -0.17]],
  "lowdin_charge": [-0.100, -0.353, 0.115, -0.477, 0.115, 0.050, 0.104, 0.116, 0.105, 0.161, 0.067, -0.148, -0.106, -0.118, -0.212, 0.117, 0.092, 0.100, 0.093, 0.116, 0.012, -0.134, -0.080, -0.096, -0.192, 0.158, 0.085, 0.070, 0.091, 0.118, 0.011, -0.132, -0.142, -0.099, -0.101, 0.115, 0.100, 0.077, 0.099, 0.098, 0.028, -0.123, -0.153, -0.114, -0.154, 0.153, 0.106, 0.074, 0.107, 0.117, 0.045, -0.155, -0.124, -0.153, -0.125, 0.105, 0.073, 0.098, 0.095, 0.111, 0.041, -0.119, -0.125, -0.131, -0.148, 0.080, 0.099, 0.079, 0.103, 0.114, -0.006, -0.135, -0.134, -0.093, -0.145, 0.141, 0.092, 0.103, 0.087, 0.104, 0.031, -0.141, -0.104, -0.097, -0.130, 0.106, 0.098, 0.092, 0.092, 0.082, 0.044, -0.097, -0.152, -0.102, -0.127, 0.091, 0.086, 0.080, 0.088, 0.100, 0.011, -0.148, -0.136, -0.130, -0.098, 0.157, 0.101, 0.089, 0.102, 0.104]
}

No. 2
{
  "formula": "C5H6O2",
  "method": "ωB97M-V/def2-TZVPD",
  "orbital_gap_ev": 9.48,
  "multiplicity": 1,
  "homo_energy_ev": -8.518,
  "de_lowest_ev": 2.1740,
  "smiles": "O[C@@H]1[C@@H]2C=CO[C@H]12",
  "e_tot_ev": -9374.92167,
  "symbols": ["C", "C", "C", "C", "C", "H", "H", "H", "H", "H", "H", "O", "O"],
  "xyz": [[-1.33452, 0.12610, 0.06067], [-0.25996, -0.16824, 1.03524], [1.40948, -0.61831, -0.38005], [1.08912, 0.63519, -0.68047], [-0.09414, 1.02354, 0.09618], [-1.10766, -1.59575, -0.74944], [-2.24733, 0.51582, 0.45365], [-0.28260, -0.06134, 2.13939], [2.24819, -1.23344, -0.76594], [1.67225, 1.28167, -1.34117], [-0.21827, 2.04608, 0.51434], [-1.51243, -0.76484, -0.97187], [0.63786, -1.18648, 0.58946]],
  "forces_ev_per_a": [[0.62, -0.17, -0.05], [0.45, 0.02, 1.04], [1.23, -0.23, -0.65], [0.59, 0.22, -0.67], [-0.53, 0.85, 1.06], [0.37, -0.59, 0.23], [-0.40, 0.43, 0.12], [-0.32, -0.33, -0.92], [-0.89, 0.42, 0.35], [-0.44, -0.34, 0.19], [0.13, -0.84, -0.52], [-0.63, 0.44, -0.65], [-0.18, 0.13, 0.48]],
  "nbo_charge": [0.075, 0.042, 0.121, -0.307, -0.302, 0.479, 0.191, 0.209, 0.208, 0.234, 0.232, -0.689, -0.492]
}